Below is C16H13N2O3S2V as an isolated structure, with properties calculated with ωB97M-V/def2-TZVPD.

Positions of all 37 atoms, in Å:
V (-0.4951, 0.1870, -1.2945)
O (-2.4007, 0.0624, -1.0345)
C (-3.1916, -0.3699, -0.0905)
C (-4.5903, -0.3198, -0.2813)
C (-5.4634, -0.7518, 0.6919)
C (-4.9773, -1.2571, 1.9040)
C (-3.6172, -1.3218, 2.1021)
C (-2.6958, -0.8939, 1.1309)
C (-1.2898, -1.0404, 1.3902)
N (-0.3576, -0.7250, 0.5437)
N (0.9258, -1.0688, 0.9787)
C (1.7603, -0.8452, 0.0064)
O (1.4208, -0.3707, -1.1431)
C (3.1910, -1.2231, 0.1913)
C (3.6892, -1.5580, 1.4482)
C (5.0204, -1.9116, 1.6019)
C (5.8674, -1.9366, 0.5001)
C (5.3743, -1.6011, -0.7528)
C (4.0426, -1.2411, -0.9068)
H (-4.9470, 0.0756, -1.2241)
H (-6.5322, -0.7000, 0.5179)
H (-5.6585, -1.5969, 2.6741)
H (-3.2266, -1.7209, 3.0332)
H (-0.9720, -1.4705, 2.3371)
H (3.0141, -1.5388, 2.2931)
H (5.3980, -2.1674, 2.5846)
H (6.9078, -2.2137, 0.6206)
H (6.0288, -1.6148, -1.6160)
H (3.6442, -0.9629, -1.8731)
C (-0.9239, 5.1053, -1.9200)
O (-0.9103, 3.9900, -2.8077)
C (-0.5437, 2.7945, -2.3302)
S (-0.1719, 2.5224, -0.7019)
S (-0.5186, 1.5145, -3.4391)
H (-1.7977, 5.0542, -1.2693)
H (-0.9785, 5.9846, -2.5579)
H (-0.0248, 5.1314, -1.3073)

Summary:
Total charge: -1
Kohn-Sham gap (spin up / spin down) (eV): 6.3057 / 5.4037
E_tot (eV): -73286.84291
E_HOMO (spin up / spin down) (eV): -3.31 / -2.41
Expectation value of S²: 0.79
Spin multiplicity: 2
Max |F| (Eh/bohr): 0.008
LUMO (spin up / spin down) (hartree): 0.1100 / 0.1100

Below is a 2-piece molecular cluster, C5H12S overall, with properties calculated with ωB97M-V/def2-TZVPD.

Positions of all 18 atoms, in Å:
C (-0.7210, 2.1099, 0.6827)
C (-1.0052, 0.9787, 1.3336)
C (-0.1517, 0.3787, 2.4106)
H (-1.3846, 2.5006, -0.0972)
H (0.1867, 2.6798, 0.9118)
H (-1.9251, 0.4389, 1.0728)
H (0.7401, 1.0036, 2.5864)
H (0.1791, -0.6321, 2.1184)
H (-0.7203, 0.3042, 3.3528)
S (0.1570, -2.0925, -1.0488)
C (1.6818, -1.1520, -0.8692)
C (-0.6325, -1.0649, -2.2987)
H (2.3080, -1.6571, -0.1146)
H (1.4828, -0.1219, -0.5288)
H (2.2421, -1.1069, -1.8182)
H (-0.7916, -0.0363, -1.9336)
H (-0.0323, -1.0212, -3.2231)
H (-1.6134, -1.5094, -2.5368)

Summary:
Total charge: 0
ΔE to the lowest compared entry with this formula, charge and spin (kcal per mole): 17.32
Kohn-Sham gap (eV): 9.4876
E_tot (eV): -16214.02479
E_HOMO (eV): -8.49
Max |F| (Eh/bohr): 0.010
LUMO (hartree): 0.0365